Below is C38H29N3O5SiZr as an isolated structure, with properties calculated with wB97M-V/def2-TZVPD.

Summary:
Energy above the lowest of the compared OMol25 structures with the same formula, charge and spin: 0.00 kcal/mol

The geometry in ORCA input format:
```
! RIJCOSX wB97M-V def2-TZVPD def2/J DEFGRID3
* xyz 0 1
Zr 0.255 2.015 0.118
O -2.919 -0.196 1.584
C -2.208 -1.063 2.336
C -2.922 -1.932 3.154
C -2.255 -2.810 3.990
C -0.866 -2.841 4.028
C -0.149 -1.990 3.205
C -0.810 -1.114 2.355
C -0.083 -0.151 1.492
O 0.098 1.057 1.980
N 0.255 -0.330 0.251
N -1.754 1.692 -0.426
C -2.615 2.468 -0.946
C -2.460 3.892 -1.245
C -3.539 4.600 -1.778
C -3.462 5.957 -2.011
C -2.279 6.627 -1.698
C -1.200 5.949 -1.171
C -1.268 4.571 -0.940
O -0.210 3.941 -0.429
H -2.394 0.311 0.929
H -4.002 -1.893 3.122
H -2.826 -3.475 4.624
H -0.348 -3.527 4.683
H 0.934 -2.013 3.199
H -3.618 2.083 -1.194
H -4.452 4.060 -2.003
H -4.304 6.494 -2.424
H -2.205 7.693 -1.872
H -0.276 6.460 -0.933
O 3.896 0.763 0.235
C 3.108 1.676 0.146
O 2.173 1.842 -0.751
C 3.084 2.810 1.167
C 4.188 3.328 1.809
C 3.998 4.386 2.684
C 2.715 4.867 2.904
C 1.656 4.268 2.244
N 1.843 3.262 1.393
H 5.164 2.907 1.614
H 4.842 4.835 3.190
H 2.534 5.692 3.577
H 0.635 4.599 2.388
C -3.812 -3.622 -1.904
C -3.691 -2.264 -1.650
C -2.473 -1.737 -1.243
C -1.360 -2.557 -1.059
C -1.493 -3.919 -1.350
C -2.706 -4.450 -1.763
Si 0.325 -1.838 -0.667
C 1.360 -3.014 0.364
C 2.714 -2.732 0.577
C 3.486 -3.526 1.413
C 2.921 -4.625 2.046
C 1.578 -4.916 1.851
C 0.805 -4.111 1.026
C 1.108 -1.408 -2.315
C 0.410 -1.661 -3.501
C 0.964 -1.360 -4.738
C 2.232 -0.803 -4.814
C 2.940 -0.546 -3.649
C 2.383 -0.844 -2.413
H -4.761 -4.034 -2.223
H -4.545 -1.611 -1.774
H -2.381 -0.668 -1.088
H -0.636 -4.577 -1.263
H -2.789 -5.508 -1.979
H 3.175 -1.874 0.104
H 4.530 -3.286 1.567
H 3.524 -5.249 2.693
H 1.126 -5.761 2.354
H -0.250 -4.328 0.921
H -0.580 -2.098 -3.463
H 0.402 -1.561 -5.641
H 2.667 -0.568 -5.777
H 3.928 -0.106 -3.698
H 2.949 -0.609 -1.523
*
```